No. 1
Entry from the Open Molecules 2025 dataset: a cluster of 3 separate species, C41H59BClF3N2O10S in total (ωB97M-V/def2-TZVPD).

Geometry as XYZ:
```
118
Properties=species:S:1:pos:R:3
C 2.76088 2.54367 4.89649
C 1.35890 1.74609 5.25745
O 1.06487 0.86363 4.10295
B 0.04403 1.47324 3.21253
O -1.30779 1.66974 3.77428
C 0.34987 1.88974 1.61101
Cl -0.29799 3.66651 1.53228
O -0.39723 0.94278 0.81037
C -0.03876 0.85122 -0.59563
C -0.51586 2.15840 -1.52457
C -2.16478 2.38622 -1.48159
C -2.86443 3.67481 -2.27996
C -4.51438 3.91954 -2.21593
C -5.54779 2.92714 -1.36459
C -4.85708 1.66513 -0.57904
C -5.79331 0.62096 0.32408
C -3.21720 1.40882 -0.66706
C 1.48404 0.33185 -0.94103
C 2.43049 1.49934 -1.67874
C 2.80805 2.77492 -0.74061
C 4.04633 2.47111 0.34291
O 4.03735 3.13476 1.50153
N 5.18069 1.52336 0.02397
C 6.40374 2.24224 -0.52733
C 7.01396 3.66388 0.01781
C 8.39925 4.32660 -0.64353
C 9.23670 3.58795 -1.88636
C 8.58038 2.18063 -2.45890
C 7.19424 1.52316 -1.79327
O 2.19325 -0.33437 0.12828
C 2.22300 -1.78018 0.11207
C 3.31909 -2.46420 -0.94685
C 3.70536 -1.90533 -2.42549
C 4.79709 -2.66584 -3.43851
C 5.55247 -4.04496 -2.97561
C 5.15770 -4.66308 -1.50307
C 4.05910 -3.89797 -0.50117
N 2.83456 -2.15976 1.48388
C 1.84393 -2.02955 2.60791
C 4.00582 -1.26096 1.83187
C 5.59509 -1.59029 1.41573
O 3.91279 -0.12485 2.58189
S 0.63475 -2.70383 -0.15688
O 0.77878 -4.14805 0.47437
O -0.62213 -2.08781 0.56530
C 0.10362 -3.05479 -1.90573
F -0.52946 -1.94751 -2.64776
F -0.98728 -4.09951 -1.77904
F 1.10656 -3.67739 -2.79452
H 2.94238 2.38393 3.74725
H 2.61754 3.68708 5.10654
H 3.62625 2.03720 5.50729
H 0.51501 2.53627 5.44706
H 1.50540 1.14227 6.25371
H -1.40728 2.61626 4.09014
H 1.52347 1.83536 1.52808
H -0.75760 -0.01217 -1.01267
H 0.02604 3.15162 -1.23865
H -0.27681 1.90813 -2.66718
H -2.19744 4.43554 -2.87323
H -5.03532 4.83204 -2.77963
H -6.72344 3.13409 -1.35055
H -6.37001 -0.12287 -0.40441
H -5.11848 -0.07547 1.01448
H -6.56415 1.19239 1.01012
H -2.82556 0.46244 -0.06384
H 1.36530 -0.47213 -1.81808
H 1.97215 1.83691 -2.72848
H 3.48082 1.00986 -1.97050
H 1.92404 3.29997 -0.19031
H 3.26808 3.60288 -1.46895
H 5.50831 1.16645 0.97230
H 6.49684 4.24868 0.88920
H 8.86430 5.33860 -0.25859
H 10.23704 4.03212 -2.34604
H 9.15581 1.64303 -3.35234
H 6.80813 0.52342 -2.26244
H 3.20999 -0.94394 -2.86028
H 5.03457 -2.21267 -4.51722
H 6.34967 -4.62335 -3.62447
H 5.67279 -5.66012 -1.12199
H 3.83972 -4.42500 0.52759
H 2.33565 -1.85670 3.68275
H 1.08383 -1.18794 2.32178
H 1.17977 -3.00979 2.77116
H 5.70627 -2.76305 1.60163
H 5.83123 -1.34752 0.29595
H 6.33771 -1.08539 2.18653
C -1.14354 -9.13458 3.77422
C -2.40155 -8.45905 3.25257
O -2.31391 -7.03638 3.22929
C -1.28177 -6.47752 2.42002
C -1.39575 -6.85132 0.95181
H -0.90952 -8.77978 4.78553
H -1.27790 -10.22110 3.80404
H -0.27637 -8.92280 3.14575
H -3.23540 -8.71127 3.91534
H -2.67052 -8.83757 2.26199
H -0.29974 -6.74761 2.82180
H -1.36348 -5.38839 2.51402
H -1.31343 -7.92955 0.79623
H -0.60352 -6.36692 0.37310
H -2.36519 -6.53620 0.55098
C -9.89119 3.50333 -4.24725
C -10.09222 3.44464 -2.74153
O -9.14681 4.22309 -2.01186
C -9.13022 5.62200 -2.28635
C -10.45438 6.30980 -2.00015
H -8.88059 3.16874 -4.51208
H -10.61934 2.86189 -4.75501
H -10.01123 4.51655 -4.63555
H -9.96711 2.40854 -2.41131
H -11.11134 3.73373 -2.46825
H -8.80669 5.80014 -3.31706
H -8.35893 6.05973 -1.64198
H -11.26241 5.91735 -2.62194
H -10.37449 7.38408 -2.19169
H -10.74463 6.16092 -0.95451
```

For the total energy, the calculation gives -3641.0994 Eh. The molecular weight is 875.25 g mol⁻¹. The value obtained for the HOMO energy is -8.0 eV. As for the charge: 0. The lowest unoccupied orbital energy is -1.12 eV. As for the HOMO-LUMO gap: 6.853 eV.

***

No. 2
Entry from the Open Molecules 2025 dataset: a cluster of 2 separate species, C5H6IN3O2 in total (ωB97M-V/def2-TZVPD).

Geometry as XYZ:
```
17
Properties=species:S:1:pos:R:3
C 0.94615 1.96069 -0.51732
C 1.53172 0.59160 -0.41956
C -0.36685 2.18052 -0.45113
C 0.60707 -0.49482 0.18156
C -0.77933 -0.04030 -0.03318
N -1.20131 1.08121 -0.25749
N -3.08637 -1.86838 1.42208
N 0.87297 -1.81383 -0.49217
O 1.12796 -1.77247 -1.67043
O 0.81050 -2.79221 0.19789
I 3.41927 0.64385 0.69038
H 1.63436 2.77299 -0.69122
H 1.81501 0.25638 -1.42735
H -0.85277 3.13786 -0.53806
H 0.73847 -0.67205 1.25593
H -3.75433 -1.97102 0.66458
H -3.46254 -1.20003 2.08549
```

For the total energy, the calculation gives -806.2866 Eh. As for the relative energy (zero: lowest compared OMol25 entry of this formula, charge and spin): 105.9 kcal per mole. The molecular weight is 267.03 g mol⁻¹. The value obtained for the HOMO energy (spin up / spin down) is -9.9 / -8.6 eV. As for the charge: 0. The lowest unoccupied orbital energy (spin up / spin down) is -0.75 / -0.63 eV. As for the HOMO-LUMO gap (spin up / spin down): 9.113 / 8.015 eV.